107
Properties=species:S:1:pos:R:3 method="wB97M-V/def2-TZVPD" homo_ev="-6.4 / -6.4" e_above_lowest_kcal_mol=0.0 energy_ha=-3146.83235 orbital_gap_ev="5.37 / 5.37"
Mo 0.524 0.146 0.739
C 3.721 -0.308 3.912
C 4.714 -1.044 3.251
C 4.649 -1.125 1.891
C 3.594 -0.498 1.177
N 2.578 0.132 1.841
C 2.699 0.233 3.169
N 3.712 -0.516 -0.147
C 2.929 0.106 -0.993
N 1.707 0.699 -0.737
C 1.351 1.429 -1.852
N 0.357 2.280 -1.961
C -0.608 2.519 -1.085
C -1.458 3.611 -1.415
C -2.561 3.887 -0.665
C -2.843 3.051 0.429
C -1.977 2.024 0.710
N -0.869 1.754 0.015
C 2.319 1.223 -2.893
C 2.455 1.700 -4.197
C 3.562 1.316 -4.921
C 4.531 0.459 -4.385
C 4.408 -0.031 -3.104
C 3.304 0.360 -2.353
H 3.743 -0.178 4.983
H 5.510 -1.520 3.806
H 5.388 -1.644 1.304
H 1.933 0.797 3.682
H -1.186 4.178 -2.288
H -3.205 4.717 -0.909
H -3.726 3.201 1.028
H -2.177 1.365 1.552
H 1.717 2.366 -4.618
H 3.698 1.681 -5.929
H 5.387 0.187 -4.988
H 5.138 -0.701 -2.678
C -0.682 -1.926 3.793
C -0.760 -0.430 3.802
C -1.243 0.236 4.914
C -1.175 1.631 4.968
C -0.537 2.314 3.964
C -0.014 1.584 2.878
N -0.259 0.245 2.753
N 0.724 2.022 1.871
Si 1.487 3.583 1.813
C 0.213 4.979 1.483
C 2.433 3.951 3.443
C 2.780 3.535 0.426
H -1.507 -2.367 4.349
H 0.252 -2.220 4.274
H -0.659 -2.313 2.780
H -1.654 -0.328 5.735
H -1.586 2.159 5.815
H -0.426 3.384 3.969
H 0.046 5.590 2.364
H -0.745 4.580 1.168
H 0.557 5.639 0.695
H 1.778 4.069 4.300
H 2.995 4.873 3.332
H 3.144 3.165 3.684
H 2.320 3.490 -0.555
H 3.444 2.681 0.527
H 3.391 4.431 0.456
C -3.865 -1.586 -3.112
C -3.071 -0.770 -2.095
C -4.039 -0.267 -1.025
C -2.478 0.465 -2.783
P -1.641 -1.717 -1.190
N -0.753 -0.767 -0.306
C -0.551 -2.544 -2.545
C -0.366 -1.580 -3.721
C 0.837 -2.782 -1.954
C -1.125 -3.860 -3.066
C -2.447 -3.017 -0.002
C -3.601 -3.840 -0.567
C -1.342 -3.977 0.441
C -2.931 -2.255 1.237
H -4.671 -0.956 -3.486
H -4.313 -2.470 -2.673
H -3.263 -1.894 -3.962
H -4.721 0.465 -1.460
H -3.486 0.216 -0.225
H -4.649 -1.068 -0.621
H -3.138 1.321 -2.653
H -2.349 0.314 -3.850
H -1.518 0.728 -2.351
H -0.058 -0.596 -3.375
H -1.262 -1.490 -4.328
H 0.421 -1.959 -4.373
H 1.251 -1.850 -1.565
H 1.504 -3.144 -2.735
H 0.822 -3.516 -1.155
H -2.156 -3.753 -3.392
H -1.071 -4.639 -2.312
H -0.533 -4.187 -3.920
H -3.322 -4.354 -1.482
H -4.484 -3.233 -0.747
H -3.874 -4.597 0.168
H -1.105 -4.707 -0.328
H -1.660 -4.530 1.324
H -0.442 -3.425 0.695
H -3.921 -1.831 1.105
H -2.236 -1.448 1.473
H -2.983 -2.931 2.091
S 2.412 -4.007 1.904
C 1.699 -2.678 1.447
N 1.142 -1.692 1.103

109
Properties=species:S:1:pos:R:3 method="wB97M-V/def2-TZVPD" s_squared=6.0271 homo_ev="-8.8 / -9.1" e_above_lowest_kcal_mol=17.0 energy_ha=-5173.58799 orbital_gap_ev="6.58 / 5.52" charge=+1 multiplicity=5
Os 0.566 0.273 0.171
C 0.017 2.095 -3.571
Si 0.771 0.371 -3.355
C 0.124 -0.703 -4.753
C 2.651 0.480 -3.228
N 0.282 -0.272 -1.795
P -0.583 -1.612 -1.404
C -0.040 -1.714 0.244
P -0.598 -1.489 1.875
N 0.069 -0.031 2.183
Si -0.054 1.179 3.450
C 1.261 2.471 3.018
C -1.790 1.953 3.451
C 0.287 0.441 5.146
C 0.111 -2.880 2.775
C -0.282 -4.153 2.364
C 0.298 -5.269 2.939
C 1.270 -5.114 3.922
C 1.668 -3.848 4.320
C 1.099 -2.725 3.737
C -2.341 -1.405 2.341
C -3.289 -0.862 1.479
C -4.577 -0.626 1.936
C -4.906 -0.905 3.256
C -3.961 -1.449 4.115
C -2.678 -1.706 3.659
C 0.004 -3.102 -2.242
C -0.603 -3.677 -3.358
C -0.039 -4.799 -3.944
C 1.129 -5.344 -3.431
C 1.746 -4.766 -2.330
C 1.187 -3.647 -1.736
C -2.316 -1.376 -1.873
C -2.747 -0.076 -2.136
C -4.056 0.155 -2.529
C -4.940 -0.910 -2.647
C -4.520 -2.202 -2.362
C -3.212 -2.439 -1.969
H 0.647 2.715 -4.214
H -0.089 2.602 -2.613
H -0.972 2.047 -4.034
H 0.272 -0.196 -5.709
H -0.947 -0.887 -4.638
H 0.630 -1.667 -4.802
H 3.046 1.282 -3.856
H 3.125 -0.453 -3.538
H 2.944 0.670 -2.191
H 0.827 3.352 2.539
H 2.001 2.043 2.340
H 1.789 2.808 3.912
H -2.470 1.481 2.738
H -1.734 3.021 3.225
H -2.243 1.852 4.439
H 1.330 0.131 5.232
H -0.351 -0.422 5.352
H 0.100 1.187 5.921
H -1.032 -4.256 1.586
H -0.002 -6.258 2.619
H 1.728 -5.987 4.368
H 2.427 -3.727 5.081
H 1.425 -1.728 3.999
H -3.016 -0.639 0.455
H -5.317 -0.224 1.257
H -5.906 -0.701 3.618
H -4.218 -1.678 5.141
H -1.935 -2.149 4.312
H -1.506 -3.253 -3.773
H -0.510 -5.249 -4.809
H 1.559 -6.222 -3.896
H 2.661 -5.184 -1.931
H 1.652 -3.189 -0.871
H -2.034 0.736 -2.044
H -4.384 1.161 -2.757
H -5.959 -0.735 -2.965
H -5.210 -3.029 -2.457
H -2.887 -3.447 -1.744
C 0.608 5.269 -1.670
N 0.691 4.115 -0.788
C 2.011 3.524 -0.680
C -0.405 3.525 -0.267
N -0.426 2.278 0.131
N -1.536 4.313 -0.210
C -1.467 5.581 0.510
C -2.831 3.658 -0.149
H 1.171 5.054 -2.581
H 1.031 6.162 -1.205
H -0.422 5.461 -1.950
H 2.673 4.197 -0.133
H 2.427 3.341 -1.673
H 1.970 2.583 -0.145
H -1.297 2.071 0.604
H -0.433 5.852 0.702
H -1.983 5.495 1.471
H -1.942 6.379 -0.065
H -2.826 2.772 -0.782
H -3.581 4.349 -0.535
H -3.121 3.374 0.871
C 6.263 2.708 -0.453
S 4.864 1.891 0.362
C 5.113 0.225 -0.092
C 4.248 -0.738 0.318
S 2.870 -0.492 1.316
S 4.665 -2.372 -0.180
C 6.109 -1.989 -1.057
S 7.039 -3.087 -1.826
S 6.484 -0.285 -1.041
H 6.136 3.771 -0.262
H 6.245 2.524 -1.526
H 7.202 2.368 -0.022

117
Properties=species:S:1:pos:R:3 method="wB97M-V/def2-TZVPD" homo_ev=-7.9 e_above_lowest_kcal_mol=9.5 energy_ha=-10644.83903 orbital_gap_ev=7.85
Sn -1.590 -0.856 0.625
C -4.177 2.337 -3.505
N -3.813 1.073 -2.969
C -4.651 -0.094 -3.330
C -2.861 0.975 -1.954
N -2.407 -0.168 -1.516
N -2.408 2.155 -1.442
C -1.320 2.295 -0.566
N -0.558 3.365 -0.937
N -1.234 1.536 0.483
H -3.325 2.854 -3.939
H -4.632 2.963 -2.724
H -4.922 2.298 -4.307
H -5.589 0.207 -3.828
H -5.011 -0.638 -2.478
H -4.051 -0.847 -3.912
H -2.707 -0.918 -2.103
H -2.834 2.988 -1.754
H -0.357 3.326 -1.887
H 0.256 3.465 -0.359
H -0.342 1.739 0.870
C -4.247 -3.918 0.645
As -2.600 -3.567 -0.268
C -1.684 -5.230 0.221
C -3.014 -3.670 -2.175
C -4.324 -3.753 -2.724
C -4.576 -3.547 -4.055
C -3.502 -3.218 -4.904
C -2.210 -3.201 -4.414
C -1.963 -3.313 -3.060
As -0.095 -3.425 -2.503
C 0.313 -5.039 -3.503
C 0.764 -2.131 -3.752
H -4.714 -4.951 0.496
H -4.934 -3.256 0.208
H -4.119 -3.565 1.637
H -2.167 -6.125 -0.224
H -1.675 -5.264 1.285
H -0.612 -5.174 -0.075
H -5.142 -3.859 -2.044
H -5.593 -3.683 -4.453
H -3.665 -3.073 -5.955
H -1.339 -3.139 -5.015
H 0.061 -5.908 -2.957
H 1.394 -5.081 -3.711
H -0.244 -5.017 -4.447
H 0.619 -2.506 -4.745
H 1.876 -2.026 -3.493
H 0.284 -1.137 -3.581
F -1.762 4.637 4.537
C -2.357 3.536 4.019
C -2.274 2.286 4.693
F -1.600 2.193 5.835
C -2.694 1.162 4.031
F -2.569 -0.067 4.597
C -3.370 1.226 2.782
Se -4.007 -0.392 1.931
C -3.586 2.459 2.238
F -4.287 2.698 1.126
C -3.012 3.584 2.822
F -3.057 4.766 2.172
N 1.107 2.071 -3.537
C 1.894 1.397 -2.536
C 1.294 0.702 -1.511
C 2.038 0.054 -0.490
C 3.445 0.036 -0.611
C 4.097 0.737 -1.665
C 3.301 1.434 -2.615
S 4.383 -0.854 0.625
O 3.565 -0.753 1.869
O 5.699 -0.242 0.712
O 4.400 -2.163 -0.045
H 1.690 2.805 -3.881
H 0.896 1.392 -4.273
H 0.232 0.685 -1.448
H 1.609 -0.496 0.348
H 5.189 0.757 -1.727
H 3.867 2.021 -3.288
C 4.849 1.051 3.895
C 4.483 2.202 3.004
C 3.406 3.022 3.337
C 2.900 3.877 2.350
C 1.578 4.628 2.618
C 3.502 3.884 1.086
C 2.867 4.706 0.051
O 1.807 4.493 -0.447
C 4.753 3.364 0.863
C 5.449 3.503 -0.442
C 5.166 2.448 1.824
H 4.963 1.150 5.002
H 5.830 0.656 3.569
H 4.138 0.260 3.717
H 2.975 2.895 4.341
H 1.685 5.721 2.532
H 1.167 4.513 3.657
H 0.902 4.283 1.962
H 3.429 5.612 -0.263
H 4.844 3.300 -1.317
H 6.314 2.883 -0.448
H 5.746 4.572 -0.533
H 6.048 1.840 1.607
C 0.870 -0.439 3.722
C 0.078 -1.478 4.547
S -0.257 -3.068 3.857
O -1.247 -2.830 2.825
C 1.241 -3.564 3.009
C 1.350 -3.122 1.550
H 1.221 0.402 4.342
H 0.342 -0.026 2.840
H 1.827 -0.820 3.326
H -0.953 -1.177 4.723
H 0.529 -1.742 5.542
H 1.289 -4.642 3.117
H 2.059 -3.112 3.557
H 0.462 -3.317 0.937
H 2.178 -3.772 1.091
H 1.716 -2.106 1.436

107
Properties=species:S:1:pos:R:3 method="wB97M-V/def2-TZVPD" homo_ev=-5.2 e_above_lowest_kcal_mol=203.6 energy_ha=-2918.96554 orbital_gap_ev=5.33
Ca 1.256 -1.571 -0.895
C 3.055 2.126 -0.371
C 2.578 0.671 -0.446
C 2.371 0.000 0.921
C 3.323 0.121 1.871
C 4.769 0.521 1.813
C 5.573 -0.175 0.717
C 2.584 0.115 3.142
C 2.348 1.403 3.728
C 1.296 1.937 2.952
C 1.006 3.343 2.796
C 1.468 4.386 3.764
C 0.701 4.339 5.087
C 0.297 3.498 1.647
C 0.095 2.202 1.020
C -0.433 2.142 -0.251
C -0.783 1.218 -1.272
N -0.633 -0.144 -1.220
C -1.439 -0.676 -2.173
C -1.988 -2.036 -2.083
C -1.802 -2.663 -0.867
N -0.619 -2.524 -0.220
C -0.967 -2.011 1.020
C -0.331 -1.055 1.719
C 0.990 -0.265 1.771
N 1.450 -0.550 3.085
C -2.372 -2.450 1.300
C -2.873 -2.909 0.139
C -4.293 -3.258 -0.182
C -5.177 -2.013 -0.305
C -3.052 -2.296 2.620
C -2.444 -3.212 3.686
C -1.980 0.366 -2.986
C -1.587 1.567 -2.394
C -2.037 2.945 -2.778
C -3.210 3.456 -1.936
C -2.878 0.172 -4.173
C -4.374 0.210 -3.853
N 0.630 1.256 1.945
C -0.143 4.812 1.074
C 0.864 5.383 0.072
H 2.911 2.616 -1.337
H 4.113 2.191 -0.129
H 2.492 2.683 0.375
H 3.320 0.102 -1.021
H 1.666 0.690 -1.048
H 5.206 0.270 2.783
H 4.867 1.605 1.720
H 5.424 -1.255 0.753
H 6.638 0.029 0.837
H 5.289 0.167 -0.279
H 3.046 2.072 4.214
H 1.369 5.375 3.313
H 2.536 4.253 3.962
H -0.361 4.523 4.920
H 1.073 5.088 5.788
H 0.798 3.357 5.552
H -0.703 3.144 -0.565
H -2.912 -2.196 -2.628
H -0.829 -0.759 2.635
H -4.693 -3.916 0.594
H -4.326 -3.826 -1.115
H -5.235 -1.487 0.649
H -6.191 -2.273 -0.615
H -4.757 -1.318 -1.032
H -4.119 -2.502 2.515
H -2.968 -1.257 2.955
H -2.535 -4.259 3.389
H -2.940 -3.085 4.650
H -1.384 -2.986 3.819
H -2.328 2.947 -3.833
H -1.204 3.652 -2.696
H -4.080 2.808 -2.048
H -3.497 4.468 -2.229
H -2.954 3.464 -0.875
H -2.644 -0.789 -4.642
H -2.660 0.937 -4.926
H -4.640 -0.571 -3.140
H -4.976 0.067 -4.752
H -4.653 1.167 -3.410
H -0.280 5.521 1.892
H -1.122 4.711 0.602
H 1.836 5.529 0.547
H 0.528 6.345 -0.320
H 1.007 4.703 -0.769
C 1.112 -3.491 -6.107
O 1.472 -3.744 -4.750
C 1.574 -2.745 -3.872
O 1.892 -2.997 -2.725
N 1.356 -1.486 -4.342
N 1.386 -0.439 -3.410
H 1.162 -4.453 -6.606
H 1.813 -2.802 -6.580
H 0.090 -3.111 -6.175
H 0.843 -1.350 -5.196
H 0.450 -0.043 -3.293
H 2.032 0.272 -3.729
N 1.463 -5.186 3.082
C 1.363 -3.962 2.287
C 2.516 -3.870 1.309
O 3.415 -4.829 1.404
O 2.634 -2.954 0.520
H 1.363 -5.001 4.069
H 3.086 -5.398 2.141
H 0.754 -5.857 2.819
H 1.422 -3.064 2.907
H 0.439 -3.878 1.712